{"formula": "C2HBrFN", "method": "wB97M-V/def2-TZVPD", "e_tot_ev": -76335.2909, "de_lowest_ev": 3.5548, "multiplicity": 1, "lumo_energy_ev": [-1.1, -1.6], "orbital_gap_ev": [8.50, 9.29], "homo_energy_ev": [-9.635, -10.914], "symbols": ["C", "C", "N", "F", "Br", "H"], "coordinates": [[-0.12820, 0.98432, -0.31695], [0.28792, -0.22484, 0.26396], [-0.44679, 1.96125, -0.82955], [0.14869, -0.37576, 1.57416], [1.74950, -1.14187, -0.44594], [-1.61113, -1.20309, -0.24569]], "forces_ev_per_angstrom": [[0.2648, -0.0002, 0.1959], [-1.0240, -1.2886, -0.0794], [-0.1980, 0.4385, -0.2294], [0.0942, 0.2982, -0.0238], [-0.1733, 0.1283, -0.0148], [1.0363, 0.4239, 0.1514]], "mulliken_charge": [0.448, -0.074, -0.276, -0.164, -0.020, 0.087]}